1.
59
Properties=species:S:1:pos:R:3:forces:R:3 method="wB97M-V/def2-TZVPD" relative_energy_kcal_mol=8.9 total_charge=-2 lumo_energy_ha=0.1436 homo_ev=-1.51
Tl -0.13650 0.41179 -0.29215 -0.690 -0.391 1.263
S 2.97683 -2.53457 2.93057 0.019 -0.006 -0.642
C 2.51662 -1.10083 3.77726 0.060 0.072 -0.189
C 2.47440 -1.21016 5.18825 -0.084 0.264 0.156
C 2.17818 -0.15992 6.02736 0.043 -0.143 0.042
C 1.92558 1.09616 5.49519 -0.054 0.248 0.061
C 1.95999 1.24624 4.12334 -0.060 0.085 -0.094
C 2.21734 0.18804 3.24592 -0.023 0.102 0.189
S 2.07310 0.83041 1.55610 0.228 -0.663 0.430
C 3.15266 -0.14015 0.48701 -0.277 0.000 0.286
C 2.58080 -1.40235 -0.10457 -0.197 0.135 -0.956
C 3.45910 -2.23858 -0.82086 -0.055 0.164 0.577
C 2.95584 -3.29317 -1.52675 -0.266 -0.198 -0.056
C 1.58100 -3.55124 -1.47621 0.234 0.046 0.067
C 0.77366 -2.66956 -0.79549 -0.025 -0.093 -0.036
C -0.68955 -2.94801 -0.62429 -0.298 0.045 -0.268
S -1.77476 -1.72560 -1.46160 -0.041 -0.109 0.413
C -3.10387 -1.64117 -0.27601 0.089 -0.070 -0.085
C -4.37036 -1.99734 -0.73361 -0.040 0.023 -0.110
C -5.48107 -1.94448 0.09010 -0.065 0.023 -0.065
C -5.31934 -1.52851 1.40621 0.028 0.014 0.039
C -4.06788 -1.17526 1.87183 -0.013 0.004 -0.034
C -2.92339 -1.20890 1.05592 0.063 0.004 0.044
S -1.39969 -0.77271 1.78257 0.194 0.023 -0.080
N 1.26363 -1.56584 -0.20918 0.738 -0.231 0.333
H 2.70096 -2.18339 5.60440 -0.023 -0.025 -0.065
H 2.15507 -0.31511 7.10127 0.019 -0.013 0.002
H 1.72392 1.94501 6.13796 -0.038 0.013 -0.042
H 1.78216 2.22422 3.68778 -0.021 0.028 0.066
H 4.07821 -0.34217 1.01781 0.009 -0.156 0.011
H 3.34386 0.51850 -0.36212 0.098 0.080 -0.025
H 4.51807 -2.02052 -0.79433 -0.010 -0.006 -0.024
H 3.60930 -3.92884 -2.11226 0.007 -0.011 0.033
H 1.14766 -4.41888 -1.95623 0.009 0.018 -0.017
H -0.94365 -2.88793 0.43325 0.074 -0.039 0.042
H -0.94227 -3.93080 -1.01830 0.098 -0.038 0.040
H -4.46963 -2.31717 -1.76494 -0.013 -0.033 0.029
H -6.45659 -2.22736 -0.28675 0.009 0.029 -0.014
H -6.17511 -1.47091 2.06972 0.011 -0.022 0.004
H -3.93053 -0.85684 2.89764 -0.046 0.041 -0.007
O 1.27418 2.17676 -3.45457 -0.136 0.057 0.098
S 1.56694 1.23121 -2.39601 0.705 0.501 -1.111
O 2.91959 0.68855 -2.48175 -0.046 -0.130 0.151
O 0.54549 0.10162 -2.39249 0.134 0.061 -0.163
O 1.37243 1.88151 -1.02024 0.156 -0.099 -0.190
N -9.83453 2.86974 -0.83170 0.075 -0.027 0.008
C -8.70293 2.65827 -0.78231 -0.437 0.053 -0.035
C -7.30155 2.41177 -0.72476 0.550 -0.050 0.071
C -6.56653 2.80574 0.39887 -0.165 -0.009 -0.085
C -5.20576 2.59322 0.44737 0.051 -0.023 -0.001
C -4.53671 1.97731 -0.61964 -0.147 -0.102 0.009
C -5.28165 1.58664 -1.74153 0.065 0.020 0.066
C -6.64232 1.79769 -1.79349 -0.182 0.018 0.011
C -3.14011 1.72556 -0.56018 0.247 0.309 -0.053
C -1.93488 1.57332 -0.52487 -0.612 0.245 -0.081
H -7.08128 3.27146 1.22941 0.026 0.023 0.000
H -4.63472 2.89572 1.31439 0.009 -0.039 0.007
H -4.76440 1.11820 -2.56680 -0.001 -0.046 -0.004
H -7.21323 1.48264 -2.65769 0.018 0.026 -0.013

---

2.
60
Properties=species:S:1:pos:R:3:forces:R:3 method="wB97M-V/def2-TZVPD" relative_energy_kcal_mol=51.8 total_charge=+1 lumo_energy_ha="-0.1646 / -0.2410" homo_ev="-10.18 / -10.17" spin_multiplicity=5
Rh -0.32837 -0.08642 0.48339 -0.224 0.328 0.824
O -1.51338 0.08292 7.28902 0.045 -0.001 0.148
C -0.36817 0.08680 6.82544 0.000 0.010 -0.288
O 0.77377 0.10062 7.29751 -0.046 -0.002 0.146
C -0.36211 0.06136 5.25779 0.002 -0.004 0.206
C 0.84842 0.06790 4.57255 0.034 0.038 -0.184
C 0.83099 0.02113 3.19511 -0.023 -0.030 -0.028
N -0.34905 -0.04367 2.55706 0.030 -0.021 -0.205
C -1.53524 -0.00803 3.18401 0.029 -0.051 -0.026
C -1.56591 0.04084 4.56162 -0.033 0.039 -0.176
C -2.73542 -0.00250 2.29480 0.026 -0.047 0.092
C -4.01953 0.05463 2.81498 0.002 0.009 0.010
C -5.09925 0.09515 1.94917 0.007 0.002 0.018
C -4.87535 0.07408 0.58172 0.021 0.005 -0.029
C -3.57072 0.00195 0.13376 -0.045 0.004 -0.022
N -2.52924 -0.03956 0.96257 -0.067 -0.045 0.277
C 2.04042 0.07585 2.31986 -0.021 -0.070 0.082
C 3.31840 0.12397 2.85834 0.001 0.007 0.009
C 4.40851 0.21470 2.01032 -0.006 0.002 0.018
C 4.20250 0.27088 0.64020 -0.019 0.003 -0.035
C 2.90491 0.20770 0.17134 0.038 -0.007 -0.015
N 1.85424 0.09542 0.98378 0.062 0.019 0.254
H 1.75133 0.12815 5.16510 -0.045 -0.032 0.085
H -2.47572 0.07828 5.14551 0.044 -0.033 0.083
H -4.16901 0.07254 3.88417 -0.021 0.016 -0.007
H -6.10618 0.14839 2.34022 0.003 -0.005 0.005
H -5.69047 0.11540 -0.12596 0.002 -0.004 0.000
H -3.34314 -0.01549 -0.92537 0.001 0.005 0.000
H 3.45426 0.09553 3.92910 0.022 0.003 -0.006
H 5.41010 0.24951 2.41703 -0.004 0.016 0.006
H 5.02582 0.36794 -0.05269 0.001 -0.003 0.003
H 2.68660 0.25611 -0.88947 -0.003 -0.005 -0.001
O -0.18334 4.03690 -0.31633 -0.061 -0.070 0.090
C -0.24155 2.87515 -0.60984 0.075 0.275 0.029
O -0.41881 1.90624 0.28988 0.134 -0.235 -0.573
C -0.09360 2.43154 -2.04326 0.024 -0.084 -0.054
C 0.13246 3.36437 -3.04969 0.017 0.026 0.084
C 0.31267 2.93909 -4.35803 0.010 -0.031 -0.051
C 0.26550 1.58272 -4.63277 -0.004 0.016 0.026
C 0.02484 0.63433 -3.65745 0.011 0.052 -0.012
C -0.15675 1.09040 -2.37000 0.004 -0.036 0.097
N 0.48816 1.10591 -6.01494 -0.001 0.010 -0.023
O 0.51869 -0.10094 -6.18482 -0.005 0.002 0.018
O 0.62941 1.93608 -6.87862 0.001 -0.002 0.015
H 0.17551 4.41332 -2.79037 -0.001 0.003 -0.014
H 0.49636 3.63807 -5.16101 0.000 0.007 0.007
H -0.01130 -0.40991 -3.92191 0.004 0.004 -0.011
H -0.35998 0.40715 -1.55085 -0.078 -0.369 -0.451
S -0.29823 -2.53406 0.30363 0.072 0.258 -0.453
C 0.37468 -2.75780 -1.28541 -0.003 -0.094 -0.009
N -0.47333 -2.93136 -2.32800 -0.019 0.004 0.053
C -0.08625 -3.05017 -3.61596 0.031 -0.034 -0.026
C 1.24316 -3.00584 -3.93081 -0.015 0.015 0.020
C 2.16485 -2.89992 -2.88429 -0.007 -0.039 -0.009
C 1.73891 -2.79749 -1.57531 0.002 0.075 0.023
H -1.45930 -2.98877 -2.09935 -0.015 0.063 -0.024
H -0.87212 -3.17121 -4.34744 -0.010 0.001 0.011
H 1.55390 -3.05932 -4.96320 0.003 -0.034 0.003
H 3.22470 -2.90372 -3.10347 0.000 -0.008 0.007
H 2.43679 -2.74286 -0.75240 0.015 0.076 -0.017

---

3.
55
Properties=species:S:1:pos:R:3:forces:R:3 method="wB97M-V/def2-TZVPD" lumo_energy_ha="0.0053 / -0.0923" homo_ev="-7.30 / -7.18" spin_multiplicity=3
Pd -0.39660 1.09699 -0.08265 0.532 1.123 -0.343
C -2.25401 4.17884 -0.41569 0.048 -0.059 -0.038
C -0.78294 4.45689 -0.46469 0.123 -0.146 0.091
C -0.30443 5.77038 -0.63882 0.068 0.091 -0.020
C 1.03771 6.00713 -0.71054 -0.119 -0.002 0.048
C 1.94475 4.93410 -0.60740 -0.075 -0.167 -0.006
C 3.34863 5.05552 -0.68956 0.236 0.036 -0.004
Br 4.15773 6.76079 -0.93302 -0.057 -0.083 0.002
C 4.15557 3.95481 -0.59405 -0.023 0.264 -0.023
C 3.59874 2.69247 -0.39615 -0.341 -0.323 0.082
Br 4.73105 1.18333 -0.25503 0.022 0.071 0.002
C 2.22325 2.47584 -0.27973 0.314 0.329 -0.026
O 1.71654 1.31690 -0.06169 -0.497 -0.313 0.058
C 1.39029 3.64475 -0.41250 0.181 0.109 -0.062
N 0.04866 3.44011 -0.34719 -0.350 -0.177 0.032
H -2.83318 5.09938 -0.38852 0.007 0.004 0.013
H -2.49722 3.57318 0.45691 -0.021 0.024 0.016
H -2.54507 3.61070 -1.30036 -0.066 0.036 -0.003
H -1.01303 6.58409 -0.71370 -0.002 -0.006 -0.007
H 1.41581 7.01213 -0.83772 0.002 0.000 -0.028
H 5.22883 4.06197 -0.66588 -0.002 -0.027 0.004
S -2.54142 0.85712 -0.70216 0.200 -0.111 0.215
C -2.94301 -0.84707 -0.78109 -0.033 -0.043 -0.071
C -4.31066 -1.14360 -0.82678 0.023 0.095 0.001
C -4.74707 -2.45234 -0.87437 -0.039 -0.049 -0.012
C -3.81674 -3.48156 -0.90367 -0.062 0.050 0.003
C -2.45974 -3.19363 -0.87229 0.098 -0.018 -0.007
C -1.99489 -1.88452 -0.79822 -0.006 0.124 0.016
As -0.07228 -1.44587 -0.83373 -0.131 -0.900 0.218
C 0.16606 -1.06822 1.09935 -0.172 -0.084 0.078
C -0.89032 -0.89726 1.99878 0.060 -0.153 -0.075
C -0.63369 -0.64817 3.34237 0.010 0.022 0.061
C 0.67173 -0.57157 3.79857 -0.057 -0.005 0.000
C 1.72815 -0.74431 2.91116 0.039 0.013 0.011
C 1.47951 -0.98160 1.57268 -0.021 -0.021 -0.111
C 0.59471 -3.30659 -0.76557 0.049 0.229 -0.124
C 0.67317 -4.04852 0.40675 -0.050 0.035 0.032
C 1.10963 -5.36485 0.36770 0.004 -0.034 0.000
C 1.46977 -5.94415 -0.84104 0.044 -0.031 -0.028
C 1.39678 -5.20747 -2.01434 0.009 -0.057 0.000
C 0.96554 -3.88987 -1.97372 -0.058 0.170 0.037
H -5.01750 -0.32310 -0.81594 -0.020 -0.033 -0.014
H -5.80723 -2.66848 -0.89974 0.009 0.000 -0.001
H -4.14830 -4.51047 -0.95521 0.025 -0.007 0.003
H -1.75253 -4.01091 -0.90708 0.016 -0.008 0.014
H -1.91425 -0.99628 1.66200 -0.007 0.030 -0.010
H -1.45987 -0.51962 4.03014 0.002 0.001 -0.007
H 0.86806 -0.37739 4.84525 0.009 0.003 -0.006
H 2.74900 -0.67442 3.26402 0.003 -0.018 -0.019
H 2.30279 -1.09218 0.87808 0.040 0.055 0.034
H 0.38671 -3.60129 1.35110 0.015 -0.026 0.005
H 1.16677 -5.94413 1.28076 0.003 0.029 0.010
H 1.81960 -6.96847 -0.86801 -0.026 0.002 0.004
H 1.68015 -5.66019 -2.95597 0.005 0.028 -0.005
H 0.91028 -3.29936 -2.88176 0.039 -0.071 -0.041

---

4.
60
Properties=species:S:1:pos:R:3:forces:R:3 method="wB97M-V/def2-TZVPD" relative_energy_kcal_mol=0.0 total_charge=+1 lumo_energy_ha=-0.2300 homo_ev=-10.16
Be -0.79861 0.24993 -1.05890 -0.016 0.078 -0.121
C -0.40752 2.81663 -2.08890 0.007 -0.004 0.035
N -0.86534 2.02954 -0.92174 -0.030 -0.044 -0.042
C -0.08808 2.45164 0.27292 0.003 -0.026 0.005
C -2.30319 2.22078 -0.63952 -0.006 -0.029 0.028
C -2.91897 3.45621 -0.63578 0.001 0.033 -0.013
C -4.27997 3.53293 -0.37223 -0.005 -0.015 -0.008
C -4.99059 2.36777 -0.11567 0.022 0.010 0.007
C -4.36538 1.12949 -0.09612 -0.049 0.001 -0.019
C -2.99788 1.03633 -0.35048 0.105 -0.002 0.032
N -2.20430 -0.10611 -0.37645 -0.114 0.133 0.134
C -2.65361 -1.32241 -0.90294 0.023 -0.075 -0.023
C -3.64364 -2.15797 -0.39910 -0.006 -0.011 0.024
C -3.91922 -3.36281 -1.03280 0.021 0.008 -0.016
C -3.20542 -3.75794 -2.15510 0.015 0.023 0.004
C -2.21121 -2.93369 -2.66905 -0.004 -0.047 -0.024
C -1.94973 -1.73177 -2.04154 -0.067 -0.061 -0.050
N -0.99371 -0.73271 -2.55935 0.089 -0.059 0.036
C -1.67777 0.04307 -3.62622 -0.033 0.067 0.043
C 0.22463 -1.35183 -3.11928 0.039 -0.020 -0.010
H -0.37883 3.88143 -1.85446 -0.002 0.002 0.001
H -1.08471 2.66243 -2.92285 -0.010 0.004 -0.010
H 0.59904 2.49951 -2.36528 -0.005 0.001 0.007
H -0.29297 3.49975 0.49381 0.003 0.006 0.001
H 0.97752 2.32693 0.08120 -0.013 -0.009 0.002
H -0.38448 1.84425 1.12634 0.000 -0.003 0.000
H -2.36069 4.35968 -0.85018 0.007 -0.008 -0.001
H -4.77878 4.49159 -0.37419 -0.001 -0.001 0.003
H -6.05293 2.42358 0.08260 -0.001 -0.001 -0.003
H -4.94074 0.23941 0.11338 0.006 -0.023 -0.001
H -4.17129 -1.88435 0.50420 -0.006 0.027 -0.002
H -4.69053 -4.00823 -0.63405 0.005 -0.003 0.003
H -3.41695 -4.70448 -2.63247 -0.006 -0.001 0.005
H -1.66482 -3.23851 -3.55296 -0.004 0.005 0.010
H -2.04040 -0.63058 -4.40396 0.018 -0.011 0.003
H -0.97635 0.75121 -4.06492 -0.006 0.000 -0.010
H -2.52757 0.57405 -3.19667 0.016 0.004 -0.014
H 0.01057 -1.87689 -4.05101 -0.006 0.002 0.004
H 0.63739 -2.06118 -2.40616 0.007 -0.021 -0.009
H 0.96148 -0.57572 -3.32779 -0.021 0.012 -0.003
F 2.07478 0.80323 2.09068 0.004 -0.009 0.013
C 3.08892 0.05853 2.52950 -0.004 -0.006 0.008
C 3.71868 0.40924 3.65977 0.007 0.000 -0.002
F 3.31066 1.47855 4.30991 0.000 -0.001 0.001
C 4.84454 -0.34691 4.18867 -0.017 -0.007 -0.030
C 5.22454 -1.50192 3.38886 -0.002 0.006 0.005
C 4.59218 -1.83806 2.25244 0.004 -0.004 0.002
F 4.99249 -2.90432 1.58029 -0.015 0.009 -0.015
C 3.46752 -1.08836 1.73935 0.018 0.011 0.016
C 2.81132 -1.44133 0.59293 0.058 0.004 -0.068
C 1.64972 -0.76664 0.10943 -0.137 -0.160 0.208
N 0.67318 -0.35944 -0.32679 0.127 0.198 -0.156
C 3.16760 -2.53457 -0.26360 -0.033 -0.011 0.008
N 3.35352 -3.37292 -1.02651 0.007 0.012 -0.006
F 6.22750 -2.24634 3.80132 -0.002 0.011 -0.007
C 5.49033 0.00175 5.33166 0.013 0.002 0.031
C 5.13417 1.14046 6.12865 0.025 0.029 -0.043
N 4.91462 2.04746 6.79734 -0.012 -0.021 0.021
C 6.60283 -0.72594 5.87064 -0.030 -0.024 0.016
N 7.48644 -1.26343 6.36910 0.011 0.018 -0.009

---

no.,largest force on an atom (eV/A)
1,1.5
2,0.9
3,1.3
4,0.3